No. 1
108
Properties=species:S:1:pos:R:3 method="wB97M-V/def2-TZVPD" fmax_ev_per_a=5.00 homo_energy_ev="1.78 / 0.63" gap_ev="1.761 / 2.894" total_charge=-2 spin_multiplicity=2
Hg -0.3760 1.5709 0.8979
C -2.9920 4.1720 -0.3591
P -2.2865 2.9102 -1.5010
C -3.3913 1.5146 -1.1720
C -3.5207 0.4825 -2.0999
C -4.5397 -0.4303 -1.9632
C -5.3579 -0.3955 -0.8687
C -5.1343 0.5779 0.0724
C -4.1729 1.5131 0.0011
C -2.4517 3.3620 -3.3080
C -2.7457 2.4711 -4.3766
C -2.9891 3.0296 -5.6378
C -2.6250 4.3577 -5.9755
C -2.3914 5.1846 -4.8874
C -2.2680 4.6994 -3.6193
C -2.4160 4.2246 1.0418
C -1.9908 5.4664 1.6259
C -1.2939 5.1911 2.7772
C -1.3302 3.7950 2.9343
C -0.6059 3.0194 4.0108
P -0.0584 1.2691 3.4150
C 1.4995 1.2076 4.2493
C 2.6729 1.2248 3.4206
C 3.8985 1.4571 3.9824
C 4.0474 1.7275 5.3512
C 2.9106 1.7842 6.1455
C 1.6342 1.3909 5.6447
C -1.1463 -0.0371 3.9665
C -2.5760 0.2094 3.9146
C -3.4214 -0.8725 4.2622
C -2.9436 -2.0723 4.7909
C -1.5483 -2.3479 4.8278
C -0.6920 -1.3545 4.3599
N -2.0056 3.2113 1.8522
H -2.8537 5.1919 -0.7580
H -4.0912 4.0365 -0.2828
H -2.6962 0.3196 -2.8116
H -4.6553 -1.0641 -2.8073
H -6.0900 -1.1623 -0.7173
H -5.7406 0.5877 0.9481
H -4.1034 2.3052 0.7161
H -2.6149 1.3990 -4.3290
H -3.4422 2.4571 -6.4162
H -2.5452 4.6500 -6.9864
H -2.2998 6.2404 -5.0104
H -1.8540 5.3965 -2.8877
H -2.1482 6.4794 1.2085
H -0.9409 5.9797 3.3937
H 0.2921 3.5727 4.2174
H -1.3578 2.9459 4.9000
H 2.5570 1.1193 2.3647
H 4.7456 1.3266 3.2869
H 5.0204 1.8673 5.7747
H 2.9281 1.9706 7.1966
H 0.7596 1.2325 6.3503
H -3.0603 1.1484 3.6486
H -4.4864 -0.6684 4.1266
H -3.6302 -2.7462 5.3081
H -1.2442 -3.3218 5.1944
H 0.3844 -1.4717 4.5321
C 2.7775 2.3283 -1.1132
Ge 1.1379 3.5598 -1.2898
C 1.2712 4.7360 -2.9034
C 1.5970 4.8038 0.2181
C -0.5836 2.4326 -1.1596
H 3.2996 2.6008 -0.1603
H 3.4752 2.4267 -1.9623
H 2.5385 1.2699 -1.0934
H 2.3218 4.7880 -3.1045
H 0.9476 5.8000 -2.7036
H 0.7744 4.3694 -3.7483
H 0.6800 5.2864 0.6599
H 2.2979 5.5677 -0.0918
H 2.1100 4.1668 0.9753
H -0.3855 1.5257 -1.8012
C 2.0899 -6.2637 1.2611
Ge 3.3351 -4.9072 2.1450
C 3.5201 -5.6353 3.9171
C 2.4772 -3.1644 2.1201
C 5.1189 -4.8626 1.3327
Se 5.0979 -3.8167 -0.3567
C 5.2292 -1.8798 0.0562
H 1.2683 -6.0126 1.9588
H 2.3539 -7.3100 1.0841
H 1.8439 -5.7946 0.2744
H 3.8070 -6.7276 3.9767
H 2.5656 -5.5859 4.4832
H 4.3310 -5.0554 4.3944
H 2.7854 -2.4982 1.2983
H 2.8122 -2.7720 3.0648
H 1.3917 -3.2921 2.2548
H 5.5158 -5.8286 1.0275
H 5.8607 -4.3821 1.9684
H 4.7246 -1.3479 -0.7495
H 6.2846 -1.6191 0.1295
H 4.6572 -1.7126 1.0260
N 0.2099 -8.3902 -6.2090
C -0.0697 -7.1321 -6.7766
C -0.8399 -6.1815 -5.9881
N -1.4084 -5.1878 -6.6188
C -1.2558 -5.0488 -7.9329
C -0.4472 -5.8990 -8.6538
N 0.1680 -6.8922 -8.0668
H 0.5486 -8.3053 -5.2499
H 0.6729 -9.1285 -6.7401
H -0.8919 -6.2995 -4.8953
H -1.8426 -4.2671 -8.4569
H -0.3989 -5.7671 -9.7365



No. 2
15
Properties=species:S:1:pos:R:3 method="wB97M-V/def2-TZVPD" fmax_ev_per_a=0.95 homo_energy_ev=-8.63 gap_ev=8.848 de_lowest_kcal_mol=131.3 spin_multiplicity=1
C -2.4329 -0.1326 0.0878
O -1.2048 0.5857 0.2377
C -0.3994 0.9221 -1.0681
O -1.0228 0.8208 -2.0685
C 0.4859 -0.1758 0.5269
C 1.8633 0.0740 -0.0656
O 2.7396 -0.6442 0.7894
H -2.3135 -0.9776 -0.6019
H -2.7586 -0.4767 1.0718
H -3.1776 0.5506 -0.3277
H 0.4379 0.1612 1.5589
H 0.1559 -1.2082 0.4128
H 1.9093 -0.2944 -1.0977
H 2.0760 1.1476 -0.0649
H 3.6417 -0.3525 0.6091



No. 3
12
Properties=species:S:1:pos:R:3 method="wB97M-V/def2-TZVPD" fmax_ev_per_a=0.85 homo_energy_ev=-9.42 gap_ev=9.875 de_lowest_kcal_mol=25.8 spin_multiplicity=1 smiles="C=C(O)C(C)=O"
C 1.9173 0.2660 0.2779
C 0.6968 -0.1679 -0.0282
O 0.4664 -1.4683 -0.3452
C -0.5101 0.7167 -0.0181
C -1.8571 0.0543 -0.1215
O -0.3756 1.9170 0.0880
H 2.7124 -0.4422 0.4781
H 2.1312 1.3062 0.4401
H 1.3699 -1.8283 -0.3168
H -2.6340 0.8164 -0.0418
H -1.9387 -0.4722 -1.0766
H -1.9784 -0.6975 0.6640